Entry 1:
C52H73MgN11O4PTe | the ωB97M-V functional and the def2-TZVPD basis

```
143
Properties=species:S:1:pos:R:3:mulliken_charge:R:1
Mg -0.18471 0.26528 0.57042 2.1875
C -0.73064 0.06902 5.31508 -1.0409
N -0.41086 1.36340 4.73075 0.4642
C -0.15160 2.50116 5.59883 -1.1012
C -0.21270 1.41549 3.38944 -0.4099
N -0.36525 0.41497 2.59351 0.7573
N 0.19435 2.65806 2.91543 0.3849
C 0.40696 3.03318 1.60404 -0.3683
N 0.43535 4.39077 1.44565 -0.5254
N 0.66094 2.18594 0.67236 0.1308
H -0.74485 0.16565 6.39585 0.3801
H 0.02012 -0.67980 5.04904 0.3206
H -1.71392 -0.28098 4.99147 0.2857
H -0.34098 2.20354 6.62483 0.3062
H -0.82303 3.33790 5.38514 0.3542
H 0.88681 2.83718 5.53469 0.3440
H -0.63482 -0.43099 3.07530 -0.1726
H 0.06070 3.42818 3.54636 0.2340
H -0.22083 4.90726 2.00977 0.2099
H 0.43611 4.70689 0.48958 0.2704
H 0.78857 2.66914 -0.21121 -0.1014
N 0.05641 -0.14269 -1.63746 -0.9354
N 0.46606 -1.44542 -1.93940 -0.3481
C 0.50626 -2.37447 -0.95481 -1.2021
N 0.81971 -3.60488 -1.34184 0.2405
N 0.25422 -1.93399 0.28678 0.5484
N 0.26612 -2.84632 1.31881 0.7244
O 0.52305 -4.02656 1.14544 -0.8481
O -0.02497 -2.38603 2.40466 -0.5810
H -0.96024 -0.06748 -1.72151 -0.5237
H 0.49559 0.48993 -2.29450 0.4314
H 0.27265 -1.77969 -2.87698 0.4223
H 0.92256 -3.80456 -2.32201 0.3249
H 0.76496 -4.34394 -0.65771 0.2279
C -7.48456 0.95378 -1.11123 -1.5388
C -6.01805 0.91296 -0.77739 -0.2423
C -5.36736 1.98429 -0.19299 -1.0042
C -4.00485 1.95926 0.13314 0.5842
C -3.42625 3.11165 0.85451 0.1433
O -2.55793 3.00163 1.70438 -0.4887
C -3.97379 4.47949 0.56925 0.5088
C -4.11123 5.38030 1.62237 -0.4263
C -4.56250 6.66841 1.38463 -0.7238
C -4.85713 7.07117 0.08799 -0.4078
C -4.70973 6.18150 -0.96670 -0.8825
C -4.28287 4.88348 -0.72534 0.0265
C -3.22930 0.81171 -0.16751 -0.2386
O -1.94524 0.73535 0.01924 -0.6057
C -3.90630 -0.28770 -0.73822 -0.0492
C -5.25186 -0.22516 -1.04182 -0.4821
C -3.11832 -1.53200 -1.00360 0.3073
N -2.76280 -2.37794 -0.12926 0.4497
C -3.19366 -2.24932 1.24760 0.5327
C -4.19368 -3.34530 1.54025 -1.8785
Te -3.66356 -5.26773 0.78528 0.2888
C -4.18624 -4.90965 -1.22225 0.0028
C -5.18546 -4.01703 -1.59321 -0.1784
C -5.48862 -3.82332 -2.93403 -0.7734
C -4.81463 -4.53478 -3.91663 -0.3447
C -3.83509 -5.44572 -3.54828 -0.6287
C -3.51481 -5.62563 -2.20916 -0.3816
C -2.67677 -1.79449 -2.40798 0.8675
C -2.18197 -3.05313 -2.75692 -0.4931
C -1.69035 -3.28130 -4.03072 -0.4032
C -1.67294 -2.25280 -4.97205 -1.0238
C -2.18744 -1.00692 -4.63909 -0.9727
C -2.70464 -0.78596 -3.36674 -0.1104
H -7.93493 1.88827 -0.77870 0.3869
H -8.02572 0.13563 -0.63310 0.3499
H -7.65015 0.86958 -2.18707 0.3325
H -5.94075 2.87210 0.05175 0.4784
H -3.86857 5.05398 2.62601 0.4494
H -4.68610 7.35988 2.20781 0.4272
H -5.20829 8.07730 -0.09931 0.4146
H -4.93436 6.49649 -1.97708 0.4109
H -4.17889 4.18329 -1.54468 0.4587
H -5.71934 -1.08959 -1.50691 0.4369
H -3.66004 -1.28157 1.46712 0.0322
H -2.32180 -2.36092 1.89706 0.0998
H -5.17783 -3.09295 1.14677 0.3759
H -4.30981 -3.49572 2.61412 0.6257
H -5.74531 -3.47198 -0.84350 0.5312
H -6.27070 -3.12623 -3.21047 0.4240
H -5.05828 -4.38730 -4.96033 0.4621
H -3.30836 -6.01277 -4.30519 0.4502
H -2.73328 -6.32557 -1.93719 0.3857
H -2.20043 -3.83706 -2.00956 -0.0389
H -1.33494 -4.26804 -4.30291 0.5754
H -1.29275 -2.43378 -5.96951 0.4567
H -2.20795 -0.21360 -5.37544 0.4814
H -3.12092 0.18235 -3.11029 0.6346
C 5.72898 -3.36576 -1.64976 -0.8501
C 5.40376 -3.48391 -0.15232 -1.0472
C 4.31563 -2.49050 0.28397 0.0325
C 4.42921 -1.17932 -0.49783 1.1046
C 4.15274 -1.44406 -1.99722 -0.4314
C 4.50415 -2.87920 -2.41365 -0.7918
P 3.24802 0.09161 0.13408 -0.0175
C 3.72214 0.41341 1.90360 0.4369
C 3.00459 -0.51471 2.89164 -0.5055
C 3.03201 0.09511 4.30031 0.1381
C 4.35634 0.82543 4.58735 -0.9610
C 5.48049 0.23613 3.74455 -0.9940
C 5.22267 0.48980 2.25119 -0.5569
C 3.79678 1.68458 -0.65890 0.0049
C 5.31828 1.96715 -0.78341 -0.9505
C 5.76916 2.15791 -2.23034 -0.8156
C 5.00777 3.28711 -2.93091 -0.7992
C 3.51306 3.29437 -2.55456 -1.0113
C 3.08129 1.94346 -1.99181 0.2960
H 6.07986 -4.32271 -2.03722 0.4934
H 6.54458 -2.65327 -1.80530 0.3122
H 6.30775 -3.31327 0.43635 0.3384
H 5.07362 -4.49929 0.07789 0.4904
H 4.39651 -2.31754 1.35650 -0.2338
H 3.31994 -2.91791 0.11792 -0.1240
H 5.45783 -0.81860 -0.39340 1.1514
H 4.73774 -0.74481 -2.59834 0.0578
H 3.09994 -1.24452 -2.22484 -0.1640
H 4.66789 -2.92225 -3.49186 0.5500
H 3.66414 -3.54851 -2.19766 0.0991
H 3.27938 1.40841 2.05620 0.4856
H 3.49012 -1.49250 2.90900 0.7124
H 1.97404 -0.69164 2.58506 -0.9311
H 2.87090 -0.69381 5.03951 0.5047
H 2.19939 0.79691 4.40523 -0.5209
H 4.59705 0.77114 5.64992 0.5734
H 4.25955 1.88937 4.34758 0.3286
H 5.54832 -0.83837 3.93824 0.3353
H 6.44497 0.65932 4.02871 0.5525
H 5.79427 -0.23217 1.66215 -0.0073
H 5.60378 1.47772 1.98450 0.3061
H 3.38124 2.42173 0.03931 0.5164
H 5.90982 1.17410 -0.32623 0.3279
H 5.55903 2.87402 -0.22044 0.4083
H 5.63314 1.22352 -2.78140 0.0821
H 6.84086 2.36242 -2.25262 0.5158
H 5.11996 3.18020 -4.01133 0.3750
H 5.45645 4.24781 -2.67091 0.3599
H 2.90359 3.57087 -3.41647 0.4150
H 3.32781 4.05380 -1.78728 0.3302
H 3.30228 1.15349 -2.71508 0.2228
H 1.99856 1.92167 -1.83236 -0.6107
```

Values from the calculation:
Molar mass, g mol⁻¹: 1099.11
Maximum force, eV/A: 0.48
Gap between HOMO and LUMO, eV: 7.19
Energy above the lowest of the compared OMol25 structures with the same formula, charge and spin, kcal/mol: 0.0
LUMO energy, eV: -2.0
Charge: +1

***

Entry 2:
C52H74BaN4O3S2 | the ωB97M-V functional and the def2-TZVPD basis

```
136
Properties=species:S:1:pos:R:3:mulliken_charge:R:1
Ba 0.38392 0.13790 0.14690 0.6472
C 1.40645 -0.38991 3.80469 -1.1664
N 1.97459 -0.76051 2.51508 1.4491
C 1.91039 -2.20202 2.30287 -0.6900
C 3.34032 -0.23523 2.38850 -1.6283
C 3.90415 -0.28297 0.97438 -1.0989
N 3.17762 0.51847 0.00038 1.4960
C 3.57034 0.19050 -1.38437 -0.1992
C 3.57877 -1.27908 -1.73785 -1.6246
C 4.76860 -1.87551 -2.15243 0.2922
C 4.83231 -3.21109 -2.51868 -0.9399
C 3.64729 -3.94707 -2.45431 -0.2861
C 2.42783 -3.41693 -2.05055 -0.2998
C 2.39108 -2.04405 -1.67803 -0.2187
O 1.28892 -1.45832 -1.26426 0.3339
C 1.14382 -4.25663 -2.02627 2.4606
C 0.09643 -3.64331 -2.97144 -1.4931
C 0.56842 -4.32441 -0.60203 -1.4183
C 1.39108 -5.69745 -2.48494 -2.5105
C 6.12090 -3.89816 -2.98047 1.9770
C 6.46944 -5.05337 -2.03016 -1.5996
C 7.30716 -2.93469 -3.00802 -2.1753
C 5.93442 -4.45842 -4.39940 -1.5899
C 3.31851 1.95866 0.29533 -1.3266
C 2.87461 2.97209 -0.73414 -0.1987
C 3.84074 3.71789 -1.39495 -0.1386
C 3.51724 4.76832 -2.24711 -0.9414
C 2.16852 5.08243 -2.37515 0.0822
C 1.14781 4.37915 -1.73605 -1.0937
C 1.49846 3.26072 -0.93662 0.5057
O 0.59189 2.48680 -0.38187 -0.2197
C -0.31607 4.83455 -1.83554 2.6447
C -0.85508 5.13132 -0.42277 -1.4801
C -1.21233 3.77794 -2.50185 -0.9207
C -0.46283 6.11500 -2.66366 -2.4331
C 4.62545 5.52503 -2.98273 2.1491
C 5.35594 4.56663 -3.93397 -1.6066
C 5.63342 6.09437 -1.97287 -1.6716
C 4.07840 6.69146 -3.80616 -2.1790
H 1.99513 -0.78450 4.64741 0.3766
H 0.39326 -0.78785 3.88724 0.1278
H 1.35912 0.69726 3.89589 0.2389
H 2.48370 -2.75982 3.05959 0.3362
H 2.28422 -2.46726 1.31177 0.0719
H 0.86968 -2.53511 2.35519 -0.0475
H 4.02708 -0.79830 3.04212 0.4548
H 3.33171 0.78760 2.76843 0.4909
H 3.91526 -1.31331 0.62085 0.3666
H 4.96520 0.02468 1.00745 0.3326
H 4.58309 0.58092 -1.58225 0.4714
H 2.89436 0.74564 -2.04496 0.2231
H 5.66249 -1.26086 -2.18398 0.5881
H 3.68935 -4.99170 -2.73902 0.4773
H -0.14478 -2.62565 -2.66339 0.0946
H -0.82155 -4.24208 -2.95657 0.4854
H 0.47191 -3.62735 -3.99881 0.3514
H 0.34493 -3.32643 -0.22481 -0.1054
H 1.27850 -4.80723 0.07827 0.3269
H -0.35622 -4.91510 -0.59711 0.5305
H 1.76241 -5.73801 -3.51262 0.4389
H 0.44959 -6.25272 -2.44984 0.4565
H 2.10621 -6.21512 -1.83906 0.4291
H 6.62006 -4.68655 -1.01167 0.3398
H 7.38862 -5.55270 -2.35666 0.4569
H 5.67396 -5.80228 -2.00206 0.3010
H 7.52698 -2.53742 -2.01247 0.3883
H 7.12723 -2.09077 -3.68039 0.3896
H 8.19842 -3.45891 -3.36180 0.4308
H 5.12635 -5.19283 -4.43759 0.2990
H 6.85146 -4.95104 -4.73982 0.4620
H 5.69286 -3.65845 -5.10394 0.3471
H 4.38633 2.15492 0.49407 0.4682
H 2.77131 2.16212 1.22560 0.1328
H 4.88552 3.46548 -1.22744 0.3590
H 1.89688 5.91751 -3.00848 0.6599
H -0.78390 4.24439 0.20791 0.1331
H -1.90467 5.44978 -0.47365 0.3820
H -0.28169 5.93533 0.04735 0.3225
H -1.25703 2.86475 -1.90916 -0.3225
H -0.84570 3.52690 -3.50232 0.2632
H -2.22785 4.17827 -2.61398 0.5015
H 0.11258 6.94571 -2.24609 0.4324
H -1.51441 6.41499 -2.67475 0.4341
H -0.14615 5.96344 -3.70059 0.4656
H 5.78464 3.72013 -3.39117 0.3149
H 6.17115 5.08261 -4.45318 0.4478
H 4.66778 4.16694 -4.68373 0.3488
H 6.13009 5.30219 -1.40730 0.3079
H 5.13353 6.75294 -1.25759 0.3576
H 6.40762 6.67073 -2.48991 0.4585
H 3.38128 6.35216 -4.57787 0.3745
H 4.90230 7.20585 -4.30662 0.4467
H 3.56151 7.42270 -3.17758 0.3747
C -0.23079 0.51542 -3.38826 0.4956
C -1.49148 -0.18694 -2.98648 -0.1470
N -1.72110 -0.63389 -1.77901 1.1465
C -2.88934 -1.35305 -1.72176 -0.5242
C -3.58601 -1.42023 -2.88674 -0.4615
S -2.72007 -0.58928 -4.10673 -0.3259
C -3.20618 -2.00457 -0.44077 -0.2600
C -4.07296 -3.03237 -0.24262 -0.5959
S -4.06727 -3.47334 1.41218 -0.2809
C -2.87485 -2.28642 1.73512 0.2699
N -2.52130 -1.59112 0.68950 0.4185
C -2.26865 -2.06789 3.08782 -0.5475
H 0.04016 1.27563 -2.65046 -0.7828
H -0.33568 1.01998 -4.34821 0.7001
H 0.57946 -0.21555 -3.44479 -0.1467
H -4.53022 -1.90951 -3.07221 0.5019
H -4.67415 -3.54106 -0.98133 0.4590
H -3.02567 -2.02237 3.87109 0.5126
H -1.73041 -1.12345 3.05616 -0.4039
H -1.57308 -2.87062 3.34322 0.3043
C -5.77377 5.79164 3.80091 -1.4949
C -4.84684 4.76757 3.20679 0.6434
C -4.97839 4.36761 1.88380 -1.1900
C -4.11959 3.43666 1.31710 0.9663
C -4.31025 3.05408 -0.13090 -1.4330
C -3.10713 2.87800 2.11732 0.2477
C -2.19751 1.91826 1.48924 0.4962
O -1.39519 1.19641 2.06291 0.2490
C -2.95618 3.26493 3.46777 0.8528
C -1.87565 2.72227 4.36572 -1.1594
C -3.83221 4.21014 3.97875 -1.0668
H -6.52764 6.11018 3.08077 0.3568
H -5.21746 6.67495 4.12222 0.3307
H -6.28795 5.39306 4.67809 0.3485
H -5.76624 4.79668 1.27219 0.2929
H -5.18448 3.56101 -0.53679 0.4391
H -4.46248 1.97958 -0.25318 0.3920
H -3.45274 3.33414 -0.74684 0.1210
H -2.25833 1.88196 0.38499 -0.3623
H -0.88562 2.85387 3.92435 0.1911
H -1.99218 1.65207 4.54221 0.1849
H -1.90312 3.23720 5.32694 0.4067
H -3.71960 4.52417 5.01271 0.3711
```

Values from the calculation:
Molar mass, g mol⁻¹: 1004.65
Maximum force, eV/A: 1.27
Gap between HOMO and LUMO, eV: 6.52
Energy above the lowest of the compared OMol25 structures with the same formula, charge and spin, kcal/mol: 0.0
LUMO energy, eV: -0.2